Model A:
Density functional theory data (wB97M-V/def2-TZVPD) for 2 unconnected molecules or ions with the total composition C5H9F2N.

Its highest occupied orbital energy (spin up / spin down) is -7.99 / -7.09 eV. Its net charge is 0. The frontier orbital gap (spin up / spin down) is 8.641 / 7.519 eV.

Element x y z (Å)
C  1.872  -2.938  0.259
C  1.989  -1.676  0.482
C  -1.989  0.959  1.212
C  -2.511  0.240  -0.985
C  -0.684  -0.886  0.211
N  -1.733  0.123  0.056
F  -0.868  -1.672  1.263
F  -0.461  -1.368  -1.068
H  1.047  -3.418  0.831
H  2.420  -3.759  -0.335
H  1.450  -1.327  1.203
H  -3.036  0.783  1.528
H  -1.347  0.722  2.084
H  -1.888  1.928  0.851
H  -2.889  1.144  -1.284
H  2.621  -0.993  0.139
H  -2.802  -0.475  -1.733

=====

Model B:
Density functional theory data (wB97M-V/def2-TZVPD) for a single C5H9F2N molecule.

Its highest occupied orbital energy is -9.62 eV. Its net charge is 0. The frontier orbital gap is 10.469 eV.

Element x y z (Å)
C  1.920  1.386  0.025
C  0.441  0.933  0.146
C  -0.222  -0.229  -0.044
C  -1.670  -0.727  -0.053
N  -2.506  0.385  -0.103
C  0.779  -1.399  -0.024
F  0.716  -2.054  -1.059
F  0.337  -2.137  1.135
H  2.475  1.547  1.118
H  2.549  0.394  -0.450
H  1.899  1.992  -0.854
H  -0.227  1.846  0.415
H  -2.217  -1.381  0.670
H  -1.787  -1.542  -0.877
H  -2.240  1.175  0.711
H  -2.097  0.974  -0.871
H  1.850  -1.163  0.113

=====

The energy of each structure relative to the most stable one, in hartree, is as follows: model A 0.0727; model B 0.0000.

=====

Model A:
Density functional theory data (wB97M-V/def2-TZVPD) for a gas-phase ion, C3H8ClN2 (charge +1).

Its highest occupied orbital energy is -15.83 eV. Its net charge is +1. The frontier orbital gap is 9.747 eV.

Element x y z (Å)
H  1.129  1.004  -1.797
N  1.190  0.012  -1.594
N  0.390  -0.259  -0.711
C  0.597  -1.502  -0.016
C  -0.753  0.672  -0.269
C  -0.603  0.748  1.266
Cl  -0.902  2.280  -1.158
H  1.047  -1.369  0.869
H  1.425  -2.059  -0.632
H  -0.225  -2.129  0.052
H  -1.910  0.123  -0.643
H  -1.019  1.701  1.730
H  0.521  0.899  1.199
H  -0.885  -0.122  1.703

=====

Model B:
Density functional theory data (wB97M-V/def2-TZVPD) for 2 unconnected molecules or ions with the total composition C3H8ClN2.

Its highest occupied orbital energy is -13.59 eV. Its net charge is +1. The frontier orbital gap is 8.993 eV.

Element x y z (Å)
C  0.269  -0.397  0.537
C  -1.865  -0.993  -0.432
C  0.530  1.860  0.045
N  -0.760  -1.144  0.503
N  0.644  0.642  -0.146
Cl  3.498  -0.079  -0.295
H  -1.571  -0.166  -1.125
H  -2.131  -1.981  -0.997
H  -2.824  -0.954  0.007
H  -0.258  2.186  0.738
H  1.101  2.648  -0.257
H  2.754  -0.228  0.796
H  -0.907  -1.833  1.217
H  1.523  0.438  -0.592

=====

The energy of each structure relative to the most stable one, in hartree, is as follows: model A 0.0000; model B 0.0056.